Entry 1:
This record from OMol25 describes a single C3H6N2S molecule in a non-equilibrium geometry. The level of theory is ωB97M-V/def2-TZVPD.

```
12
Properties=species:S:1:pos:R:3:mulliken_charge:R:1
H 1.5718 1.9917 0.8790 0.23
N 1.1027 1.1441 1.0433 -0.63
C 0.0718 1.0299 0.2852 0.42
N -0.3850 1.9001 -0.6757 -0.49
C -0.8223 -0.1402 0.1823 -0.41
C -0.1867 -1.1727 1.0166 -0.58
S 0.1052 -1.4179 -0.8159 -0.13
H -0.4803 1.4804 -1.6380 0.24
H 0.0431 2.7301 -0.9522 0.24
H -1.8299 -0.3121 0.1392 0.55
H -1.0913 -1.8146 1.4702 0.23
H 0.7025 -1.0003 1.6781 0.33
```

ΔE to the lowest compared entry with this formula, charge and spin   2.3105 eV
DFT total energy   -625.53706 Eh
HOMO-LUMO gap   9.5318 eV
LUMO level   0.66 eV

Entry 2:
This record from OMol25 describes a molecular structure, C3H3EuO3 in a non-equilibrium geometry. The level of theory is ωB97M-V/def2-TZVPD.

```
10
Properties=species:S:1:pos:R:3:lowdin_spin:R:1
H -4.2521 -0.1148 -2.1077 0.00
O -6.1870 -1.6512 -2.3432 0.00
C -5.5906 -1.0807 -3.2054 0.02
O -4.5976 -0.1821 -3.0482 0.06
O -5.7299 -1.2000 -4.5200 0.09
Eu -4.3933 0.6480 -5.4956 7.81
H -6.4183 -1.9166 -4.8513 0.01
C -3.0377 0.0796 0.5841 0.00
C -3.6100 0.3003 1.6626 0.00
H -2.1263 -0.2528 0.0933 0.00
```

ΔE to the lowest compared entry with this formula, charge and spin   5.8120 eV
DFT total energy   -1051.88645 Eh
Expectation value of S²   20.007
Multiplicity   9
HOMO-LUMO gap (alpha / beta)   4.7879 / 4.2363 eV
LUMO level (alpha / beta)   -1.37 / -1.91 eV

Entry 3:
This record from OMol25 describes a gas-phase ion, C9H13N2O (charge -1) in a non-equilibrium geometry. The level of theory is ωB97M-V/def2-TZVPD.

```
25
Properties=species:S:1:pos:R:3:mulliken_charge:R:1
C -2.1012 2.3606 -1.3273 -0.59
O -0.7787 2.0000 -1.8667 -0.36
C -0.7280 0.6024 -2.3259 -0.54
C -1.0679 -0.4920 -1.1216 -0.34
C -0.0451 -1.7869 -1.1977 -0.70
N 1.3859 -1.4552 -0.8362 -0.68
C 1.4497 -0.9721 0.5960 0.33
C 1.3445 -1.9057 1.9255 -0.37
C 1.4733 -1.2390 3.3771 -0.16
N 1.6437 0.1733 3.8164 -0.54
C 1.7220 0.9854 2.5706 -0.15
C 1.6706 0.5840 1.0203 -0.34
H -2.3265 3.4860 -1.6443 0.21
H -1.9894 2.3602 -0.1410 0.21
H -2.9767 1.6554 -1.6558 0.27
H -1.5418 0.4724 -3.1653 0.31
H 0.3662 0.4407 -2.7745 0.33
H -1.0974 -0.0121 -0.0530 0.22
H -2.1464 -0.9253 -1.3956 0.33
H -0.4555 -2.6727 -0.5498 0.29
H -0.0337 -2.1484 -2.3271 0.31
H 1.1770 -3.0664 1.8141 0.25
H 1.4236 -2.0097 4.2907 0.23
H 1.8467 2.1559 2.7841 0.24
H 1.7852 1.4092 0.1868 0.24
```

ΔE to the lowest compared entry with this formula, charge and spin   7.1498 eV
DFT total energy   -535.20753 Eh
Charge   -1
HOMO-LUMO gap   6.3832 eV
LUMO level   3.45 eV

Entry 4:
This record from OMol25 describes a molecular structure, C40H42N6P2V. The level of theory is ωB97M-V/def2-TZVPD.

```
91
Properties=species:S:1:pos:R:3:lowdin_spin:R:1
V 0.0898 0.6811 0.2212 1.33
C -1.5791 2.5943 5.1467 0.00
N -1.0896 2.6665 3.7719 0.01
C -0.8915 3.8153 3.0566 0.00
C -0.4503 3.4387 1.8204 0.00
N -0.3748 2.0753 1.7804 -0.01
C -0.7689 1.6308 2.9683 0.01
P -0.8854 -0.1360 3.3773 0.00
C 0.8043 -0.5441 2.8122 0.01
N 1.3714 -0.1648 1.6656 0.00
C 2.6770 -0.5745 1.7082 0.00
C 2.8975 -1.2031 2.8973 0.00
N 1.7112 -1.1843 3.5782 0.00
C 1.4971 -1.7461 4.9114 0.00
C -1.9071 -0.5890 1.9268 0.01
N -1.7989 -0.1111 0.6833 0.00
C -2.9078 -0.5193 -0.0006 0.00
C -3.6880 -1.2635 0.8327 0.00
N -3.0466 -1.3067 2.0357 0.01
C -3.5218 -2.0223 3.2190 0.00
H -1.6548 3.6049 5.5356 0.00
H -0.8849 2.0306 5.7653 0.00
H -2.5625 2.1299 5.1753 0.00
H -1.0787 4.7865 3.4801 0.00
H -0.2036 4.0506 0.9685 0.00
H 3.3615 -0.4057 0.8950 0.00
H 3.7844 -1.6523 3.3094 0.00
H 2.3190 -2.4201 5.1340 0.00
H 0.5648 -2.3048 4.9318 0.00
H 1.4712 -0.9556 5.6584 0.00
H -3.0721 -0.2756 -1.0351 0.00
H -4.6276 -1.7618 0.6692 0.00
H -4.3944 -2.6029 2.9353 0.00
H -3.7988 -1.3217 4.0036 0.00
H -2.7488 -2.6997 3.5741 0.00
C 2.3673 2.9508 -1.8827 0.00
C 0.8702 2.7408 -2.1454 -0.04
C 0.7107 2.1760 -3.5692 -0.02
C 0.3141 1.7650 -1.1510 -0.27
C 0.0674 4.0381 -1.9572 -0.01
C 0.5810 5.1116 -1.2312 0.00
C -0.1705 6.2620 -1.0285 0.00
C -1.4551 6.3584 -1.5408 0.00
C -1.9775 5.2977 -2.2655 0.00
C -1.2231 4.1520 -2.4715 0.00
H 2.9305 2.0604 -2.1590 0.00
H 2.5810 3.1684 -0.8356 0.00
H 2.7387 3.7766 -2.4895 0.00
H 1.2985 1.2633 -3.6812 0.00
H 1.0692 2.9089 -4.2929 0.00
H -0.3195 1.9308 -3.8168 0.00
H -0.8211 1.6920 -1.1157 -0.01
H 1.5868 5.0776 -0.8355 0.00
H 0.2586 7.0912 -0.4810 0.00
H -2.0373 7.2576 -1.3914 0.00
H -2.9721 5.3650 -2.6865 0.00
H -1.6560 3.3480 -3.0534 0.00
C -1.5938 -2.1584 -5.1079 0.00
C -0.6649 -3.0768 -4.6320 0.00
C -0.0412 -2.8661 -3.4143 0.00
C -0.3417 -1.7316 -2.6587 0.00
C -1.2638 -0.8130 -3.1473 0.00
C -1.8921 -1.0254 -4.3673 0.00
P 0.4459 -1.4938 -1.0425 0.00
C -0.2210 -2.8576 -0.0224 0.00
C -1.4381 -3.4579 -0.3363 0.00
C -1.9873 -4.4203 0.5036 0.00
C -1.3266 -4.7965 1.6626 0.00
C -0.1029 -4.2150 1.9764 0.00
C 0.4440 -3.2532 1.1419 0.00
C 2.1894 -1.9143 -1.3068 0.00
C 3.0253 -0.8897 -1.7474 0.00
C 4.3643 -1.1338 -2.0081 0.00
C 4.8795 -2.4104 -1.8237 0.00
C 4.0523 -3.4374 -1.3904 0.00
C 2.7095 -3.1949 -1.1352 0.00
H -2.0769 -2.3243 -6.0614 0.00
H -0.4238 -3.9558 -5.2144 0.00
H 0.6851 -3.5852 -3.0552 0.00
H -1.4785 0.0872 -2.5862 0.00
H -2.6050 -0.3032 -4.7435 0.00
H -1.9583 -3.1885 -1.2466 0.00
H -2.9243 -4.8918 0.2360 0.00
H -1.7447 -5.5628 2.3024 0.00
H 0.4409 -4.5396 2.8554 0.00
H 1.4215 -2.8452 1.3705 0.00
H 2.6178 0.1042 -1.8925 0.00
H 5.0043 -0.3338 -2.3568 0.00
H 5.9243 -2.6061 -2.0243 0.00
H 4.4513 -4.4341 -1.2573 0.00
H 2.0746 -4.0063 -0.8019 0.00
```

ΔE to the lowest compared entry with this formula, charge and spin   0.0000 eV
DFT total energy   -3504.27357 Eh
Expectation value of S²   0.884
Charge   +2
Multiplicity   2
HOMO-LUMO gap (alpha / beta)   7.9113 / 7.8124 eV
LUMO level (alpha / beta)   -5.46 / -5.41 eV

Entry 5:
This record from OMol25 describes a gas-phase ion, C4H9N2S2 (charge +1) in a non-equilibrium geometry. The level of theory is ωB97M-V/def2-TZVPD.

```
17
Properties=species:S:1:pos:R:3:mulliken_charge:R:1
C -0.1872 -0.3008 1.0099 0.24
C 1.6789 -1.5656 -0.8768 -0.80
C 0.3088 2.2043 -1.9108 -0.65
C -2.2118 -0.5362 2.6910 -0.72
N 1.1551 -0.1651 -0.9141 0.14
N 0.3016 0.1071 -0.0148 -0.12
S 1.0807 0.6946 -2.4737 0.07
S -0.4726 -0.0839 2.5946 0.06
H 2.1531 -1.6456 -1.7947 0.32
H 0.7430 -2.2272 -0.9153 0.36
H 2.3879 -1.8845 -0.0349 0.30
H 1.0340 3.0114 -1.7009 0.29
H -0.2365 1.8695 -0.9787 0.23
H -0.3011 2.4160 -2.7337 0.34
H -2.7166 0.0726 3.4280 0.35
H -2.2885 -1.6396 2.9773 0.29
H -2.4291 -0.3271 1.6476 0.28
```

ΔE to the lowest compared entry with this formula, charge and spin   4.3765 eV
DFT total energy   -1063.30362 Eh
Charge   +1
HOMO-LUMO gap   8.0412 eV
LUMO level   -4.48 eV

Entry 6:
This record from OMol25 describes a molecular structure, C17H42KN2O6 in a non-equilibrium geometry. The level of theory is ωB97M-V/def2-TZVPD.

```
68
Properties=species:S:1:pos:R:3:mulliken_charge:R:1
K 1.6486 0.1096 -0.2751 0.57
C 5.5321 3.3631 1.0693 -1.25
C 4.6828 2.6194 0.0437 -0.15
O 3.8858 1.6753 0.6452 -0.71
H 6.3191 3.9709 0.6036 0.37
H 6.0048 2.5711 1.6594 0.27
H 4.9200 3.9354 1.7713 0.27
H 5.4163 2.1626 -0.6587 0.14
H 4.0571 3.3418 -0.5286 0.12
C 4.4658 -3.7934 1.2876 -1.62
C 3.1199 -3.0109 1.1954 0.70
C 2.1933 -3.5065 2.3149 -0.60
O 3.3413 -1.6684 1.2668 -0.79
H 4.3462 -4.8535 1.0340 0.42
H 4.9607 -3.5947 2.2386 0.32
H 5.0981 -3.3724 0.4972 0.33
H 2.7166 -3.3183 0.2076 0.00
H 2.1907 -4.5963 2.4409 0.43
H 1.1824 -3.1887 2.0260 -0.36
H 2.4898 -3.0592 3.2639 0.24
C -3.7246 2.6543 0.0443 -0.52
O -3.4156 2.4703 -1.3089 -0.32
C -2.2356 3.1071 -1.7619 -0.57
C -0.9635 2.5412 -1.1658 -0.95
N -0.5390 1.2250 -1.5898 0.72
C -0.2480 1.1997 -3.0245 -0.76
C 0.7825 0.1286 -3.4761 -0.69
O 2.1138 0.3545 -3.0210 -0.36
C 2.7552 1.6052 -3.1138 -0.65
H -3.1449 2.0547 0.7534 0.09
H -4.7622 2.3426 0.1834 0.22
H -3.6669 3.7139 0.3221 0.35
H -2.3195 4.1918 -1.5903 0.38
H -2.2258 2.9637 -2.8471 0.26
H -1.0612 2.5182 -0.0736 0.37
H -0.1574 3.2726 -1.3137 0.42
H -1.0636 0.4631 -1.1642 -0.05
H 0.1707 2.1646 -3.3153 0.53
H -1.1483 1.0752 -3.6422 0.30
H 0.8136 0.1455 -4.5712 0.36
H 0.5379 -0.8683 -3.1148 0.26
H 2.4256 2.1627 -4.0029 0.38
H 3.8210 1.4173 -3.2274 0.26
H 2.6242 2.2590 -2.2457 0.16
C 0.5896 0.2402 3.1323 -0.85
O 0.0216 -0.5017 2.0686 0.23
C -1.1952 -1.1435 2.4097 -1.07
C -1.6773 -1.9510 1.2092 -0.82
N -2.1867 -1.0341 0.1498 0.19
C -2.9107 -1.7150 -0.9029 -0.74
C -4.3229 -2.1425 -0.4900 -0.71
O -5.0547 -1.0728 0.0505 -0.19
C -6.2268 -1.3949 0.7487 -0.80
H 1.5110 0.6675 2.7277 0.20
H 0.9694 -0.4231 3.9240 0.27
H -0.1527 0.9272 3.5559 0.31
H -1.8967 -0.3492 2.7032 0.52
H -0.9895 -1.8426 3.2293 0.38
H -2.5402 -2.5428 1.5331 0.30
H -0.8767 -2.5636 0.8056 0.58
H -2.8471 -0.4192 0.6188 -0.04
H -2.4723 -2.6649 -1.2225 0.34
H -2.9554 -1.0914 -1.8009 0.31
H -4.2469 -2.9615 0.2418 0.42
H -4.8950 -2.5377 -1.3443 0.44
H -6.8438 -2.1129 0.1958 0.31
H -6.7768 -0.4722 0.9072 0.19
H -5.9639 -1.8475 1.7131 0.33
```

DFT total energy   -1833.67762 Eh
Charge   -1
HOMO-LUMO gap   4.6353 eV
LUMO level   2.01 eV

Question: Among the records above, which one has the lowest DFT total energy?
Answer: C40H42N6P2V